10
Properties=species:S:1:pos:R:3:forces:R:3:lowdin_charge:R:1 method="wB97M-V/def2-TZVPD" e_lumo_ha=0.0435 energy_ev=-6727.2780 relative_energy_kj_mol=221.4 spin_multiplicity=1 total_charge=0
C -3.0770 0.7111 -0.0703 -0.06 -1.01 0.15 -0.021
C 0.7333 -0.8181 -0.0313 -0.53 -2.71 -2.42 -0.194
C 1.2141 0.5262 0.2386 4.13 1.92 -1.05 -0.244
N -0.1375 0.3206 -0.0237 -2.26 1.05 0.95 -0.062
O -3.1164 -0.4097 0.0875 -0.09 0.97 -0.14 0.005
H -0.3732 0.7645 -0.8852 -0.19 -0.36 -0.88 0.078
H 0.7825 -1.5035 -0.9483 0.51 1.67 1.00 0.127
H 0.5425 -1.4483 0.8176 0.12 -0.12 0.46 0.087
H 1.5338 0.6324 1.2430 -0.08 0.53 1.08 0.077
H 1.8980 1.2248 -0.4280 -1.56 -1.92 0.85 0.147